Record 1
Molecular formula: C22H44N4O2RuSSi3
Method: DFT, the ωB97M-V functional and the def2-TZVPD basis

Geometry as XYZ:
```
77
Properties=species:S:1:pos:R:3:forces:R:3:lowdin_spin:R:1
Ru -0.073400 -0.478589 -0.213360 -0.1 -0.6 -0.4 3.240
S -2.032249 -2.027707 0.116409 -0.1 -0.1 0.0 0.131
Si 2.835191 -2.137837 -0.429133 0.0 0.0 0.1 0.020
Si 2.396546 0.978428 0.028830 0.5 0.1 0.3 0.054
Si 1.696864 -1.066039 2.266690 0.0 0.2 -0.1 0.024
O -0.387039 -1.338737 -2.228155 -0.1 -0.1 0.0 0.126
O 0.048165 -0.670640 2.390667 -0.3 0.2 0.2 0.062
N -2.131660 1.382181 1.385173 0.0 0.1 -0.1 0.006
N -2.929917 2.914031 -0.172232 0.1 0.0 0.0 0.008
N -1.573958 -1.863289 -2.517574 0.1 0.0 -0.1 0.008
N -1.381532 1.223210 -0.776991 0.0 0.2 0.1 0.067
C -3.957064 -2.982463 -3.277111 0.0 0.0 0.0 0.001
C -2.115883 1.843398 0.104588 -0.1 0.1 0.1 0.017
C -3.651662 -2.819623 -1.953230 0.0 0.0 0.0 0.007
C 2.039055 -0.762094 0.516460 -0.4 0.2 -0.3 0.074
C -3.037486 -2.567041 -4.248140 0.0 0.0 0.0 0.002
C 4.179974 1.480143 0.353843 0.1 0.0 -0.1 0.013
C -3.754490 3.013352 2.119162 0.0 0.0 0.0 0.000
C -1.395653 1.684608 -2.162859 0.0 0.1 0.0 0.006
C 3.054847 -1.776083 -2.252436 0.0 0.1 -0.2 0.000
C 4.563764 -2.471178 0.233653 0.2 0.0 0.0 0.005
C 2.639770 -0.000807 3.477428 0.0 0.1 0.2 0.002
C -2.958860 3.459697 -1.520356 0.0 0.0 0.1 0.000
C -3.340365 3.810339 0.899471 0.0 0.0 0.0 0.001
C -1.861393 -2.015327 -3.833329 0.0 0.0 0.1 0.003
C -2.584788 2.145245 2.532124 0.0 0.0 0.0 0.001
C 1.376320 2.227829 1.032084 -0.1 0.1 0.1 0.021
C -2.709510 2.349657 -2.516308 -0.1 -0.1 0.0 0.002
C -2.433331 -2.244923 -1.535293 0.0 0.0 0.1 0.019
C 1.847161 -2.819541 2.882459 0.0 -0.2 0.0 0.002
C -0.744090 -0.814649 3.555576 0.1 -0.1 0.0 0.007
C 1.840627 -3.732206 -0.327586 -0.1 -0.1 0.0 0.006
C 2.090740 1.339979 -1.796234 0.0 0.0 -0.2 0.027
H -2.875248 1.444320 3.313865 0.0 0.0 0.0 0.000
H -2.206446 4.250663 -1.638028 0.0 0.0 0.0 0.000
H -4.336378 -3.123607 -1.174364 0.0 0.0 0.0 0.002
H 0.478514 1.804901 1.488022 0.0 0.0 0.0 0.006
H 2.797183 -3.265604 2.582195 0.0 0.0 0.0 0.000
H -1.779652 2.773227 2.933126 0.0 0.0 0.0 0.000
H 2.472210 1.064082 3.307035 0.0 0.0 0.0 0.000
H -1.797076 -0.840865 3.266167 0.0 0.0 0.0 0.000
H 3.711113 -0.193027 3.360640 0.0 0.0 0.0 0.000
H 4.416031 1.341990 1.412683 0.0 0.0 0.0 0.000
H 5.189652 -1.585955 0.083388 0.0 0.0 0.0 0.000
H 1.957021 -4.311921 -1.247831 0.0 0.0 0.0 0.000
H -3.520139 1.618337 -2.451754 0.0 0.0 0.0 0.000
H -1.504891 0.604597 1.539516 0.1 0.0 0.1 0.003
H 4.560026 -2.690890 1.304326 0.0 0.0 0.0 0.000
H 1.900446 2.410534 -1.921623 0.0 0.0 0.0 0.001
H 2.375784 -0.225776 4.515807 0.0 0.0 0.0 0.000
H -3.939654 3.915068 -1.668876 0.0 0.0 0.0 0.000
H -4.041695 3.682175 2.930836 0.0 0.0 0.0 0.000
H -4.899202 -3.428567 -3.567383 0.0 0.0 0.0 0.000
H -2.523798 4.496687 1.162715 0.0 0.0 0.0 0.000
H 5.043288 -3.312245 -0.277524 0.0 0.0 0.0 0.001
H -0.584497 0.018856 4.246820 0.0 0.0 0.0 0.001
H 4.370728 2.527164 0.095794 0.0 0.0 0.0 0.001
H 1.046759 -3.454780 2.495615 0.0 0.0 0.0 0.000
H 4.870416 0.859696 -0.226229 0.0 0.0 0.0 0.000
H -1.078212 -1.669251 -4.490011 0.0 0.0 0.0 0.001
H 1.808663 -2.838061 3.975315 0.0 0.0 0.0 0.000
H 1.256797 0.795118 -2.247524 0.0 0.0 0.0 0.006
H -0.571541 2.387148 -2.327468 0.0 0.0 0.0 0.000
H 3.747161 -0.952064 -2.436381 0.0 0.0 0.0 0.000
H 1.063927 3.063712 0.398723 0.0 0.0 0.0 0.000
H -4.164592 4.416972 0.523410 0.0 0.0 0.0 0.000
H 2.097497 -1.544169 -2.725167 0.0 0.0 0.0 0.000
H 2.977552 1.083717 -2.377573 0.0 0.0 0.0 0.003
H -4.609567 2.382466 1.867709 0.0 0.0 0.0 0.000
H -2.687544 2.746902 -3.531584 0.0 0.0 0.0 0.000
H 3.465215 -2.667143 -2.737931 0.0 0.0 0.0 0.000
H -0.522290 -1.749360 4.078627 0.0 0.0 0.0 0.001
H 0.775591 -3.514848 -0.210373 0.0 0.0 0.0 0.003
H -1.201395 0.825666 -2.803382 0.0 0.0 0.0 0.001
H 2.147486 -4.367518 0.506704 0.0 0.0 0.0 0.000
H 1.989231 2.630676 1.843726 0.0 0.1 -0.1 0.002
H -3.229187 -2.672342 -5.306076 0.0 0.0 0.0 0.000
```
Positions in Å, forces in eV/Å.

Calculated values
- LUMO energy (spin up / spin down) (eV) = 0.52 / 0.39
- expectation value of S² = 6.012
- E_HOMO (spin up / spin down) (eV) = -6.77 / -7.30
- frontier orbital gap (spin up / spin down) (eV) = 7.287 / 7.692
- multiplicity = 5


Record 2
Molecular formula: C4H6InMgO4
Method: DFT, the ωB97M-V functional and the def2-TZVPD basis

Geometry as XYZ:
```
16
Properties=species:S:1:pos:R:3:forces:R:3:mulliken_charge:R:1
In -0.903527 1.802125 -0.305796 -0.2 2.3 -0.5 1.060
Mg 2.721502 -0.805886 -0.212707 1.7 0.8 1.0 0.848
O 0.907704 2.193684 0.319748 0.2 1.7 -0.2 -0.503
O -0.543410 0.001845 0.539596 -0.2 -1.3 1.2 -0.246
O -2.128875 0.887723 -1.417419 -1.0 0.4 -1.4 -0.493
O 4.087342 0.130193 0.592402 -2.0 -0.4 -0.6 -0.844
C 1.408920 1.216442 0.996607 3.3 -0.9 1.5 0.380
C -2.243823 -0.445441 -1.039195 -0.5 -1.8 0.8 -0.430
C 0.755696 -0.012491 1.064015 1.5 -0.1 0.6 -0.833
C -0.939317 -0.967910 -0.438613 -0.1 -0.9 -0.6 -0.210
H 2.684970 1.369706 1.377694 -2.8 -1.2 -1.2 0.407
H -1.039863 -1.957229 0.029772 -0.1 0.4 -0.1 0.407
H -0.159796 -1.018460 -1.219338 -0.1 0.1 0.2 0.276
H 0.933414 -0.706421 1.894621 -0.1 0.2 -0.4 0.506
H -3.047130 -0.585627 -0.287065 0.3 0.2 -0.3 0.296
H -2.493802 -1.102257 -1.894329 0.1 0.6 0.2 0.379
```
Positions in Å, forces in eV/Å.

Calculated values
- LUMO energy (spin up / spin down) (eV) = -6.81 / -6.82
- E_HOMO (spin up / spin down) (eV) = -10.86 / -10.76
- frontier orbital gap (spin up / spin down) (eV) = 4.058 / 3.936
- total charge = +1